This record from OMol25 describes a 2-piece molecular cluster, C2H9NOS2 overall at a distorted geometry. The level of theory is the ωB97M-V functional and the def2-TZVPD basis.

The geometry in XYZ format:
```
15
Properties=species:S:1:pos:R:3:forces:R:3
C -0.185194 0.011020 -1.466146 1.24 -0.94 -1.99
S 1.349190 0.594477 -0.752575 0.97 -0.26 1.31
S 2.656760 -1.064942 -0.885617 -1.13 0.14 0.31
H -0.140957 -1.081307 -1.440271 -0.44 0.18 0.32
H -1.096176 0.400274 -1.042726 0.12 0.22 0.21
H 0.015760 0.252179 -2.519946 -1.08 0.02 0.09
H 2.025643 -1.916380 -0.001517 0.42 0.64 -0.40
N -3.549639 0.843249 1.417531 -0.71 0.17 0.08
C -2.374694 0.526548 2.110741 1.20 -0.28 -0.35
O -1.456917 -0.183847 1.210066 -0.49 0.31 0.59
H -4.171406 0.056519 1.309526 0.08 -0.01 -0.28
H -3.355297 1.299120 0.533463 -0.15 -0.12 0.14
H -2.551968 -0.128176 2.966393 -0.31 0.21 0.03
H -1.907518 1.463827 2.447936 0.12 -0.31 -0.06
H -0.726069 -0.528072 1.731429 0.17 0.05 0.01
```
Positions in Å, forces in eV/Å.

Values from the calculation:
* HOMO-LUMO gap: 9.04 eV
* structure (SMILES): CSS.NCO
* ΔE to the lowest compared entry with this formula, charge and spin: 70.2 kJ/mol
* highest occupied orbital energy: -0.3144 Eh
* DFT total energy: -27427.366 eV

This record from OMol25 describes a 2-piece molecular cluster, C2H9NOS2 overall at a distorted geometry. The level of theory is the ωB97M-V functional and the def2-TZVPD basis.

The geometry in XYZ format:
```
15
Properties=species:S:1:pos:R:3:forces:R:3
C -0.146864 -1.229923 -0.974034 -0.58 0.01 0.18
S 1.081022 -1.217015 0.336139 -0.25 0.34 -0.05
S 2.767915 -0.769692 -0.688409 1.14 -1.07 0.15
H -0.986697 -1.617292 -0.374073 -0.15 -0.11 -0.85
H 0.123157 -1.815772 -1.855175 -0.04 -0.47 0.49
H -0.427688 -0.252627 -1.373247 0.24 0.11 0.41
H 3.335158 -2.033924 -0.532791 -0.34 1.12 -0.39
N -1.931941 2.799372 0.919889 -0.86 0.82 -1.11
C -2.030724 1.383807 0.633873 0.96 0.48 -0.55
O -3.319891 0.915290 0.373188 -0.79 -0.12 1.51
H -1.048145 3.246805 1.046732 0.43 -0.38 -0.03
H -2.654587 3.279374 1.415782 -0.39 -0.38 0.27
H -1.454031 1.137294 -0.248301 0.62 0.36 -0.15
H -1.534503 0.901036 1.468928 -0.68 -1.12 0.22
H -3.597692 0.856192 -0.543095 0.67 0.41 -0.11
```
Positions in Å, forces in eV/Å.

Values from the calculation:
* HOMO-LUMO gap: 9.38 eV
* structure (SMILES): CSS.NCO
* ΔE to the lowest compared entry with this formula, charge and spin: 105.1 kJ/mol
* highest occupied orbital energy: -0.3211 Eh
* DFT total energy: -27427.004 eV

This record from OMol25 describes one molecule with the formula C2H9NOSi at a distorted geometry. The level of theory is the ωB97M-V functional and the def2-TZVPD basis.

The geometry in XYZ format:
```
14
Properties=species:S:1:pos:R:3:forces:R:3
C -0.338749 -0.280417 1.548521 -0.70 1.18 0.70
C -1.637416 0.021155 -0.574468 -0.86 -0.65 0.80
N -0.330487 -0.279056 0.113768 -2.53 -0.85 -1.82
O 0.481043 0.742297 -0.373211 2.99 -0.07 -0.78
Si 1.867976 0.151369 -1.363780 -3.72 2.71 1.08
H 0.724611 -0.069137 1.776429 -0.78 -0.26 0.63
H -1.054066 0.521456 1.986599 1.27 -0.88 -0.50
H -0.697185 -1.252034 1.936755 0.43 0.38 -0.25
H -1.451529 0.714387 -1.368267 0.34 -0.05 -0.66
H -2.213974 -0.841191 -0.931759 0.83 -0.31 -0.16
H -2.444545 0.524137 -0.021251 0.64 0.24 0.94
H 1.261549 -0.464280 -2.580659 0.49 0.05 0.17
H 2.225698 1.613404 -1.439613 0.78 -0.77 -0.60
H 2.683405 -0.717280 -0.597166 0.83 -0.72 0.44
```
Positions in Å, forces in eV/Å.

Values from the calculation:
* HOMO-LUMO gap: 9.25 eV
* structure (SMILES): CN(C)O[SiH3]
* ΔE to the lowest compared entry with this formula, charge and spin: 442.1 kJ/mol
* highest occupied orbital energy: -0.3087 Eh
* DFT total energy: -13632.641 eV

This record from OMol25 describes a 2-piece molecular cluster, C2H9NS overall at a distorted geometry. The level of theory is the ωB97M-V functional and the def2-TZVPD basis.

The geometry in XYZ format:
```
13
Properties=species:S:1:pos:R:3:forces:R:3
S 2.214753 0.953969 0.631036 0.09 -0.11 0.22
H 1.912688 2.012357 1.418558 -0.21 -0.46 -0.18
C -2.136353 -1.583370 0.272426 1.15 3.52 0.59
C -1.531842 -0.804547 -1.054975 0.06 -1.25 3.13
N -0.740459 0.366136 -0.704029 -4.81 1.32 -0.66
H -1.465034 -2.114722 1.027623 -0.40 0.86 -1.45
H -2.610292 -0.696326 0.807698 0.33 -1.35 -0.20
H -2.893087 -2.221261 -0.041585 -1.43 -1.37 -0.46
H -0.866850 -1.529271 -1.418902 0.98 -0.89 -1.20
H -2.370047 -0.723872 -1.752060 0.27 0.65 0.09
H 0.215789 0.248060 -0.637148 1.52 0.52 -0.42
H -1.255269 1.302478 -0.751460 1.92 -2.06 0.17
H 1.088447 0.223603 0.874192 0.53 0.61 0.37
```
Positions in Å, forces in eV/Å.

Values from the calculation:
* HOMO-LUMO gap: 9.58 eV
* structure (SMILES): CCN.S
* ΔE to the lowest compared entry with this formula, charge and spin: 132.3 kJ/mol
* highest occupied orbital energy: -0.3185 Eh
* DFT total energy: -14543.922 eV

This record from OMol25 describes a 2-piece molecular cluster, C2H9NS overall at a distorted geometry. The level of theory is the ωB97M-V functional and the def2-TZVPD basis.

The geometry in XYZ format:
```
13
Properties=species:S:1:pos:R:3:forces:R:3
N -1.220366 2.489063 -0.044627 -0.17 0.15 0.47
H -0.212955 2.669771 -0.126536 -0.62 -0.45 0.04
H -1.434170 1.486486 -0.139350 0.55 0.78 0.19
H -1.492415 2.764030 0.910611 0.21 -0.25 -0.70
C 1.660945 -0.650075 0.694920 -1.41 -5.02 0.65
S -0.205543 -0.791886 0.428100 1.81 -0.49 -0.61
C -0.091890 -0.635862 -1.390420 -1.13 -1.92 0.26
H 1.820604 -1.002199 1.774508 0.09 0.65 -1.68
H 1.880080 0.325451 0.545843 1.15 2.94 -0.37
H 2.184300 -1.376997 -0.069892 -0.95 1.53 1.68
H -1.099217 -0.953922 -1.745497 0.71 0.50 -0.04
H 0.122124 0.361926 -1.645374 0.14 1.26 -0.50
H 0.648562 -1.312191 -1.868522 -0.38 0.31 0.61
```
Positions in Å, forces in eV/Å.

Values from the calculation:
* HOMO-LUMO gap: 9.56 eV
* structure (SMILES): CSC.N
* ΔE to the lowest compared entry with this formula, charge and spin: 58.7 kJ/mol
* highest occupied orbital energy: -0.3182 Eh
* DFT total energy: -14544.685 eV

This record from OMol25 describes a 2-piece molecular cluster, C2H9NS overall at a distorted geometry. The level of theory is the ωB97M-V functional and the def2-TZVPD basis.

The geometry in XYZ format:
```
13
Properties=species:S:1:pos:R:3:forces:R:3
N -1.201131 -4.091340 -0.513105 1.06 -0.23 -0.13
H -0.475073 -3.445808 -0.758445 0.48 0.17 -0.08
H -1.850440 -3.595924 0.059434 -0.91 -0.09 -0.13
H -1.526336 -4.490390 -1.383435 -0.64 0.15 0.33
C 1.172418 2.329469 0.559959 0.20 0.73 -0.64
S 0.218670 1.205160 -0.467838 -0.03 -0.12 1.66
C -0.240829 0.027047 0.880012 -0.12 0.43 -1.36
H 1.607882 3.114075 -0.060047 -0.01 -0.23 -0.22
H 1.970901 1.776128 1.040099 0.15 -0.33 0.11
H 0.602221 2.856364 1.329936 -0.44 -0.44 -0.05
H -1.116394 -0.535534 0.562759 0.00 0.04 -0.07
H 0.613329 -0.649439 0.937252 0.07 0.02 0.35
H -0.441544 0.616097 1.765853 0.18 -0.10 0.22
```
Positions in Å, forces in eV/Å.

Values from the calculation:
* multiplicity: 2
* HOMO-LUMO gap (spin up / spin down): 8.70 / 3.82 eV
* ΔE to the lowest compared entry with this formula, charge and spin: 64.3 kJ/mol
* highest occupied orbital energy (spin up / spin down): -0.4643 / -0.4642 Eh
* DFT total energy: -14536.305 eV
* charge: +1

This record from OMol25 describes a 2-piece molecular cluster, C2H9NS2 overall at a distorted geometry. The level of theory is the ωB97M-V functional and the def2-TZVPD basis.

The geometry in XYZ format:
```
14
Properties=species:S:1:pos:R:3:forces:R:3
C 4.881852 1.871051 0.504116 2.06 -1.04 -2.09
N 3.978516 0.807909 0.836460 -2.49 -1.61 2.42
H 5.973517 1.371212 0.286545 -2.70 1.61 0.41
H 4.548501 2.557480 -0.321545 0.22 -1.46 -0.02
H 4.907799 2.573358 1.250743 0.97 1.65 2.34
H 2.998676 1.118736 1.100305 1.46 0.12 -1.11
H 4.184537 0.374001 1.794740 0.48 0.75 -1.94
C -0.807379 0.608213 0.360284 -0.42 -0.19 -0.11
S -1.916842 -0.911139 0.579475 0.97 1.10 -1.90
S -2.529914 -0.918447 -1.467079 0.05 -0.59 0.83
H -0.241630 0.743165 1.283618 -0.37 0.19 0.08
H -0.084503 0.652911 -0.470352 -0.32 -1.03 0.21
H -1.497035 1.421139 0.123728 0.13 0.09 0.60
H -1.938225 -2.069567 -1.887746 -0.04 0.44 0.30
```
Positions in Å, forces in eV/Å.

Values from the calculation:
* HOMO-LUMO gap: 9.35 eV
* structure (SMILES): CSS.CN
* ΔE to the lowest compared entry with this formula, charge and spin: 149.5 kJ/mol
* highest occupied orbital energy: -0.3317 Eh
* DFT total energy: -25379.165 eV

This record from OMol25 describes a 2-piece molecular cluster, C2H9O2 overall at a distorted geometry. The level of theory is the ωB97M-V functional and the def2-TZVPD basis.

The geometry in XYZ format:
```
13
Properties=species:S:1:pos:R:3:forces:R:3
O -1.857464 1.339176 1.901094 -0.03 0.01 -0.70
H -2.345428 1.900407 1.217255 -0.09 0.05 -0.57
H -1.398285 2.082083 2.430540 0.10 -0.02 0.67
H -2.652955 0.904307 2.386562 0.02 -0.05 0.58
C 0.448334 -1.138033 -0.715141 2.30 -1.88 -3.48
O 0.453699 -1.210301 -2.268391 -0.26 0.66 0.37
C 1.397555 -0.082983 -0.214310 1.96 0.78 0.16
H 1.276474 -1.865227 -0.802852 -1.39 -1.21 1.34
H -0.528454 -1.542284 -0.483325 0.12 0.54 1.09
H -0.224749 -0.774489 -2.807503 -0.08 0.25 0.95
H 1.102493 0.944167 0.075445 0.01 -0.68 -0.20
H 2.010539 -0.100197 -1.128922 -0.21 1.20 -0.15
H 2.318240 -0.456621 0.409548 -2.45 0.36 -0.07
```
Positions in Å, forces in eV/Å.

Values from the calculation:
* multiplicity: 2
* HOMO-LUMO gap (spin up / spin down): 6.44 / 10.68 eV
* ΔE to the lowest compared entry with this formula, charge and spin: 181.0 kJ/mol
* highest occupied orbital energy (spin up / spin down): -0.1985 / -0.3799 Eh
* DFT total energy: -6308.955 eV

This record from OMol25 describes a 2-piece molecular cluster, C2H9O2 overall at a distorted geometry. The level of theory is the ωB97M-V functional and the def2-TZVPD basis.

The geometry in XYZ format:
```
13
Properties=species:S:1:pos:R:3:forces:R:3
O 0.810252 2.245215 -1.883349 -1.11 -1.31 -0.05
H -0.379884 -2.356236 0.446158 0.48 -1.81 0.22
H 1.702989 2.037729 -1.654982 0.94 0.35 0.10
H 0.684940 3.182009 -1.910998 0.21 0.85 0.02
C -0.537999 -0.388911 0.080784 -0.76 2.86 -1.47
O -0.420915 -1.872865 -0.368974 -0.74 1.79 -0.46
C -0.121440 -0.233612 1.544168 0.68 -0.75 -0.98
H -1.664485 -0.067113 0.114677 2.09 -1.03 -1.15
H 0.086179 0.111996 -0.758825 -1.29 -0.39 1.75
H -0.112943 -2.146385 -1.281581 -0.22 0.07 1.60
H 0.868640 -0.692511 1.679912 -0.51 -0.47 0.52
H -0.991035 -0.601931 2.093972 0.71 -0.35 0.63
H 0.075703 0.782613 1.899037 -0.48 0.19 -0.74
```
Positions in Å, forces in eV/Å.

Values from the calculation:
* HOMO-LUMO gap: 10.73 eV
* ΔE to the lowest compared entry with this formula, charge and spin: 161.4 kJ/mol
* highest occupied orbital energy: -0.5523 Eh
* DFT total energy: -6305.914 eV
* charge: +1

This record from OMol25 describes a 3-piece molecular cluster, C2H9O2S overall at a distorted geometry. The level of theory is the ωB97M-V functional and the def2-TZVPD basis.

The geometry in XYZ format:
```
14
Properties=species:S:1:pos:R:3:forces:R:3
C 0.085863 1.451900 -1.908471 -0.50 -1.66 0.58
C 0.495871 0.782312 -0.570871 0.89 0.23 -0.35
S -0.225876 -0.849876 -0.228455 0.12 -0.19 -0.08
H 0.122955 0.665974 -2.678264 0.18 0.38 -0.03
H -0.973765 1.692350 -1.801031 0.04 0.43 -0.25
H 0.709170 2.300622 -2.175020 -0.03 0.23 -0.01
H 1.590317 0.616004 -0.573716 -0.36 0.36 0.02
H 0.271106 1.493778 0.222575 0.04 0.01 0.25
H 1.768465 -0.951406 2.410931 -0.35 0.43 0.94
H 1.885821 -1.419732 1.090793 -0.03 -0.17 -0.84
O 2.465041 -1.276024 1.854576 0.22 -0.22 -0.21
H -3.148977 -1.367546 2.120456 0.24 0.19 0.82
H -2.041057 -1.574858 1.028426 -0.22 0.58 0.00
O -3.004935 -1.563498 1.208072 -0.23 -0.60 -0.84
```
Positions in Å, forces in eV/Å.

Values from the calculation:
* HOMO-LUMO gap: 6.95 eV
* ΔE to the lowest compared entry with this formula, charge and spin: 33.5 kJ/mol
* highest occupied orbital energy: -0.1098 Eh
* DFT total energy: -17151.457 eV
* charge: -1

Question: Number 7 is which compound?
Answer: C2H9NS2